Molecular formula: C4H8O2
Method: DFT, the ωB97M-V functional and the def2-TZVPD basis

Summary:
2S+1: 1
HOMO, eV: -9.8
E_tot, eV: -8371.798
LUMO level, eV: 0.927
Structure (SMILES): CC(C)=O.C=O

Last column: Löwdin charge in e.
Atoms and positions in Å:
C -2.06610 0.06238 0.64043  -0.02
C -0.71145 0.10203 -0.02627  -0.47
C -0.04428 -1.21781 -0.34269  -0.02
O -0.17661 1.15961 -0.30288  0.04
H -2.06278 -0.62722 1.49132  0.09
H -2.35341 1.06328 0.96613  0.08
H -2.80866 -0.30980 -0.07569  0.09
H 0.88351 -1.29038 0.23434  0.07
H -0.68052 -2.07865 -0.12490  0.08
H 0.24932 -1.23389 -1.39633  0.09
C 2.43574 1.09655 -0.26817  -0.17
O 2.79764 0.06643 0.24777  -0.03
H 2.25626 2.01739 0.31522  0.09
H 2.28134 1.19007 -1.35827  0.09